Record 1
{
  "formula": "C6H8NO7S",
  "method": "wB97M-V/def2-TZVPD",
  "charge": -1,
  "de_lowest_kcal_mol": 0.0,
  "energy_ha": -1212.917087,
  "symbols": ["O", "O", "C", "N", "C", "C", "C", "C", "O", "C", "H", "H", "H", "H", "H", "H", "H", "H", "O", "S", "O", "O", "O"],
  "positions_angstrom": [[3.644, 1.740, 1.502], [2.472, 1.460, 0.738], [2.428, 0.084, 0.485], [1.046, -0.363, 0.383], [0.830, -1.580, -0.175], [-0.427, -2.082, -0.298], [-1.517, -1.328, 0.145], [-1.269, -0.095, 0.739], [-2.282, 0.679, 1.207], [0.016, 0.372, 0.833], [4.367, 1.279, 1.051], [2.932, -0.496, 1.263], [2.924, -0.136, -0.467], [1.693, -2.142, -0.502], [-0.538, -3.046, -0.768], [-2.527, -1.688, 0.041], [-2.532, 0.333, 2.072], [0.193, 1.345, 1.257], [-2.605, -0.319, -1.825], [-2.307, 1.162, -1.911], [-3.237, 1.915, -1.055], [-2.404, 1.584, -3.314], [-0.897, 1.322, -1.401]],
  "forces_ev_per_a": [[-0.1, -0.2, 0.4], [0.2, 0.0, 0.0], [0.1, -0.4, -0.3], [-0.1, 0.1, 0.0], [0.0, -0.2, -0.2], [0.2, 0.1, 0.1], [-0.4, 0.2, -0.4], [-0.2, -0.6, 0.1], [0.2, 0.0, 0.5], [-0.1, 0.3, -0.1], [-0.1, 0.2, -0.3], [0.0, 0.3, 0.3], [-0.1, 0.0, -0.1], [0.1, 0.2, 0.0], [-0.2, 0.0, 0.0], [-0.1, 0.1, 0.1], [-0.2, 0.0, -0.1], [0.2, 0.0, -0.1], [0.1, -0.3, 0.4], [-0.2, 0.1, -0.3], [0.1, -0.1, -0.2], [0.2, -0.1, 0.1], [0.1, 0.1, 0.1]]
}

Record 2
{
  "formula": "C6H8NPS2",
  "method": "wB97M-V/def2-TZVPD",
  "charge": 0,
  "de_lowest_kcal_mol": 117.3,
  "energy_ha": -1425.729810,
  "symbols": ["C", "C", "C", "C", "C", "C", "N", "P", "S", "S", "H", "H", "H", "H", "H", "H", "H", "H"],
  "positions_angstrom": [[1.856, -2.550, 1.411], [2.274, -1.675, 0.703], [1.743, 0.113, -0.827], [2.729, -0.619, -0.101], [0.035, 1.262, -1.634], [-1.007, -0.760, 1.280], [0.401, 0.174, -0.832], [-1.517, -1.086, -0.505], [-0.608, -2.683, -0.948], [4.296, -0.064, -0.265], [1.631, -3.153, 2.230], [2.192, 0.661, -1.636], [-1.048, 1.164, -1.925], [0.300, 2.147, -1.110], [0.578, 1.268, -2.623], [-1.148, 0.280, 1.454], [-1.586, -1.413, 1.878], [0.089, -0.772, 1.408]],
  "forces_ev_per_a": [[0.8, 1.0, -0.3], [0.5, -0.6, 0.5], [-3.9, 0.3, -1.7], [1.2, 0.0, 0.4], [-1.8, 0.2, -3.4], [1.0, 0.6, -1.5], [4.9, -0.8, 1.3], [0.8, 0.7, 1.3], [-0.1, -1.7, -0.7], [-1.3, -0.8, 0.4], [-0.5, -0.9, 0.5], [0.4, 0.7, -0.1], [0.9, 0.6, 0.6], [-0.4, 1.1, 0.3], [-0.3, 0.1, 0.9], [-1.1, 1.0, 0.5], [-0.4, -0.5, 1.0], [-0.8, -1.1, 0.0]]
}

Record 3
{
  "formula": "C6H8NPS2",
  "method": "wB97M-V/def2-TZVPD",
  "charge": 0,
  "de_lowest_kcal_mol": 104.9,
  "energy_ha": -1425.749573,
  "symbols": ["C", "C", "C", "C", "C", "C", "N", "P", "S", "S", "H", "H", "H", "H", "H", "H", "H", "H"],
  "positions_angstrom": [[-2.675, 1.900, -0.324], [-1.875, 1.066, -0.027], [-1.452, -1.260, -0.109], [-0.930, -0.025, 0.102], [0.542, 1.106, 1.670], [1.476, -1.249, -1.610], [0.331, 0.240, 0.489], [1.698, 0.302, -0.600], [3.322, 0.029, 0.386], [-1.063, -2.708, 0.547], [-3.345, 2.748, -0.545], [-2.403, -1.252, -0.695], [-0.336, 0.761, 2.290], [1.533, 0.794, 2.242], [0.523, 2.218, 1.414], [2.485, -1.390, -1.926], [1.301, -2.122, -0.929], [0.868, -1.157, -2.377]],
  "forces_ev_per_a": [[-1.4, 2.1, -0.3], [1.1, -1.1, -0.2], [-2.3, -1.7, -1.3], [-0.8, 2.2, 0.0], [-0.1, -0.4, 1.3], [2.8, -0.4, 4.4], [2.3, 0.8, 0.4], [-0.9, -1.9, 0.0], [0.9, 0.4, 0.3], [0.8, -0.5, 0.2], [0.8, -1.2, 0.3], [0.7, 0.2, 0.5], [1.0, 1.1, -0.1], [-2.1, 0.7, -1.5], [0.0, -1.4, 0.5], [0.7, -0.1, -0.7], [-0.4, 0.9, -0.5], [-3.2, 0.2, -3.6]]
}

Record 4
{
  "formula": "C6H8O2",
  "method": "wB97M-V/def2-TZVPD",
  "charge": 0,
  "de_lowest_kcal_mol": 38.7,
  "smiles": "C1O[C@H]2OC[C@H]3[C@@H]1[C@@H]23",
  "energy_ha": -383.848474,
  "symbols": ["C", "C", "C", "C", "C", "C", "H", "H", "H", "H", "H", "H", "H", "H", "O", "O"],
  "positions_angstrom": [[0.126, -0.722, -1.482], [-0.886, 0.742, -0.027], [0.007, -0.744, 1.523], [1.213, -0.063, 0.811], [1.228, -0.065, -0.742], [0.607, 1.077, 0.055], [-0.116, -1.732, -1.100], [0.274, -0.837, -2.606], [-1.568, 1.562, -0.064], [0.053, -0.598, 2.610], [-0.101, -1.826, 1.240], [2.104, 0.155, 1.413], [2.232, 0.026, -1.224], [1.001, 2.116, 0.083], [-1.037, 0.049, -1.234], [-1.169, -0.077, 1.086]],
  "forces_ev_per_a": [[-0.9, -1.6, -1.0], [1.0, -0.4, -0.1], [0.5, -0.5, -0.6], [-1.1, 0.1, 0.2], [1.9, 0.9, 1.0], [0.6, 0.7, -0.5], [0.5, 0.1, -0.2], [0.0, 0.5, 1.4], [-0.5, 0.5, 0.2], [0.2, -0.4, -0.2], [0.3, 0.8, 0.5], [-0.2, -0.5, -0.6], [-1.1, 0.1, 0.5], [-0.4, -0.9, -0.1], [-0.6, 0.2, -0.6], [-0.2, 0.4, -0.2]]
}